No. 1
Formula: C23H18F3N5O4Pt
Source: the OMol25 dataset
Level of theory: ωB97M-V/def2-TZVPD

Last column: Mulliken spin population.
Geometry (Å):
Pt1 -2.5388 -1.0365 -2.5199  1.607
C1 8.5361 0.7109 3.0685  0.003
O1 7.4608 1.6421 2.8124  0.117
C2 6.2157 1.2724 2.9348  0.170
C3 5.2526 2.2922 2.6918  0.022
C4 3.9265 2.0273 2.7991  0.031
C5 3.5102 0.7060 3.1307  0.173
C6 4.4659 -0.3028 3.4180  0.092
C7 5.7968 -0.0319 3.2958  0.019
N1 2.2085 0.4623 3.3923  0.574
N2 1.0908 0.3354 2.9412  -0.069
C8 0.7843 0.2647 1.5771  0.247
C9 1.6994 0.5369 0.5415  -0.102
C10 1.3223 0.4394 -0.7652  0.261
C11 -0.0320 0.0582 -1.1302  0.042
O2 -0.3735 -0.0324 -2.3076  0.274
C12 -0.9813 -0.2136 -0.0334  0.020
N3 -2.2201 -0.5752 -0.3801  0.109
C13 -3.1192 -0.8297 0.5611  0.024
C14 -2.8126 -0.7222 1.9185  -0.031
C15 -1.5427 -0.3567 2.2960  0.078
C16 -0.5854 -0.0951 1.3000  0.105
H1 9.4449 1.2760 2.9007  0.000
H2 8.4791 -0.1240 2.3720  0.001
H3 8.4922 0.3689 4.1011  0.000
H4 5.6139 3.2788 2.4347  -0.002
H5 3.1869 2.8023 2.6473  -0.004
H6 4.1242 -1.2817 3.7258  -0.003
H7 6.5221 -0.8072 3.4932  -0.001
H8 2.7159 0.8190 0.7764  0.009
H9 2.0125 0.6304 -1.5759  -0.006
H10 -4.1027 -1.1310 0.2218  0.004
H11 -3.5748 -0.9340 2.6544  0.001
H12 -1.2791 -0.2682 3.3402  -0.002
N4 -5.5539 -0.1998 -2.4875  0.002
C17 -4.8633 0.7406 -3.1899  0.024
C18 -5.5090 1.8689 -3.7234  -0.001
C19 -4.7802 2.8060 -4.4042  0.003
C20 -3.3992 2.6350 -4.5646  0.005
C21 -2.8228 1.5270 -4.0168  0.010
N5 -3.5319 0.5949 -3.3294  0.042
H13 -6.5583 -0.1380 -2.5293  0.000
H14 -5.1984 -1.1466 -2.4629  -0.003
H15 -6.5784 1.9686 -3.5993  0.000
H16 -5.2753 3.6706 -4.8257  0.000
H17 -2.7974 3.3469 -5.1084  0.000
H18 -1.7627 1.3347 -4.1053  0.000
F1 -4.0165 -5.5873 -1.8722  0.000
C22 -3.0589 -4.9128 -1.2559  0.002
F2 -3.3766 -4.7987 0.0466  0.001
F3 -1.9169 -5.5770 -1.3534  0.001
C23 -2.9348 -3.4870 -1.8247  -0.029
O3 -1.7880 -2.9750 -1.9408  0.058
O4 -3.9772 -2.8520 -2.0868  0.121

Properties
Highest occupied orbital energy (alpha / beta), eV: -13.7 / -13.7
Charge: +2
Multiplicity: 5
Kohn-Sham gap (alpha / beta), eV: 6.422 / 4.700

No. 2
Formula: C23H18FN3O2S3
Source: the OMol25 dataset
Level of theory: ωB97M-V/def2-TZVPD

Last column: Mulliken charge in e.
Geometry (Å):
O1 2.7120 -2.3295 1.7283  -0.623
F1 0.9510 2.4129 -0.8390  -0.368
S1 -1.6324 -2.2825 3.1623  -0.416
N1 -2.0992 3.8824 -4.9299  -0.707
O2 -1.9785 2.9738 -0.8933  -0.395
S2 -2.6887 6.0599 -1.8145  -0.211
S3 -2.8722 8.7327 -3.3821  -0.096
C1 2.2299 -2.9676 2.6213  0.608
C2 -0.1592 -2.3750 2.3715  0.162
C3 -2.8195 6.9630 -3.3229  0.306
C4 -2.5706 6.1401 -4.3887  -0.569
C5 -1.7248 2.6173 -4.5500  -0.566
C6 -2.3677 4.7459 -4.0185  0.214
C7 2.2482 -7.9144 3.1866  -0.658
C8 2.0315 -7.2398 4.4114  -0.427
C9 2.6469 -7.1349 2.0600  -0.363
C10 -2.2977 0.9905 0.2086  -0.650
C11 -1.6459 2.3261 -3.2163  -0.314
C12 -1.8355 -0.1902 0.6968  -0.506
C13 0.4129 0.3184 0.1048  -0.283
C14 2.3494 -5.8676 4.5896  -0.432
C15 2.9494 -5.7954 2.1356  -0.381
C16 -0.0498 1.5070 -0.3726  0.139
C17 -1.3941 1.8258 -0.3477  0.059
C18 -1.9162 3.2901 -2.2808  1.153
C19 -2.2715 4.5827 -2.6921  -0.219
C20 -0.4971 -0.5325 0.7145  0.494
C21 2.8006 -5.2097 3.4124  0.619
N2 0.8466 -3.1030 2.8869  -0.070
N3 0.1213 -1.6874 1.2269  -0.250
C22 -1.3871 9.0151 -4.3251  -0.808
C23 3.2542 -3.7494 3.4340  -1.087
H1 -2.3938 6.4245 -5.4374  0.330
H2 -1.3432 1.8606 -5.2017  0.378
H3 1.9664 -8.9594 3.1308  0.381
H4 1.7400 -7.6456 5.3120  0.417
H5 2.7378 -7.6238 1.0863  0.335
H6 -3.3196 1.2744 0.3789  0.507
H7 -1.3994 1.3240 -2.9066  0.452
H8 -2.5698 -0.9231 0.9745  0.424
H9 1.5262 0.2842 0.0619  0.376
H10 2.2157 -5.3812 5.5206  0.460
H11 3.3163 -5.1651 1.2659  0.340
H12 0.5802 -3.8376 3.6019  0.329
H13 1.0924 -1.8881 0.9073  0.281
H14 -1.6417 8.7742 -5.3917  0.261
H15 -0.6484 8.2732 -4.0630  0.315
H16 -0.8817 10.0160 -4.1921  0.311
H17 3.4279 -3.3099 4.3967  0.467
H18 4.2483 -3.5018 2.9777  0.278

Properties
Highest occupied orbital energy, eV: -8.4
Structure (SMILES): CSc1cc2nccc(Oc3ccc(NC(=S)NC(=O)Cc4ccccc4)cc3F)c2s1
Kohn-Sham gap, eV: 8.479

No. 3
Formula: C23H18N2O3
Source: the OMol25 dataset
Level of theory: ωB97M-V/def2-TZVPD

Last column: Mulliken charge in e.
Geometry (Å):
N1 -2.9981 -0.0331 1.2215  -0.569
N2 -1.0268 1.6980 0.1145  -0.456
O1 3.8992 1.0823 -4.0732  -0.471
O2 1.1155 -1.3786 1.0811  -0.402
O3 1.5160 0.9043 1.5194  -0.401
C1 -1.6553 -0.4990 1.0132  0.535
C2 -0.7036 0.4431 0.4866  -0.391
C3 -0.5625 -4.5680 1.6593  -0.144
C4 -1.8650 -4.3340 1.5870  -0.899
C5 1.7944 0.8668 -2.9627  -0.723
C6 3.7502 0.4407 -1.7658  -0.795
C7 0.4168 -3.5695 1.6885  -1.054
C8 -2.2629 -2.9846 1.4817  -0.573
C9 1.0560 0.5683 -1.8947  -0.066
C10 3.0548 0.0306 -0.5999  -0.752
C11 -4.8478 3.0798 1.1585  -0.628
C12 -3.8799 3.8954 0.5477  -0.452
C13 3.1251 0.7256 -2.9941  0.804
C14 0.0400 -2.2483 1.3676  0.505
C15 -1.3246 -1.9188 1.2815  0.534
C16 1.6413 0.1532 -0.6717  -0.303
C17 -4.5256 1.7131 1.3492  -0.365
C18 -2.6332 3.3911 0.1477  -0.391
C19 -3.2668 1.2044 0.9641  0.392
C20 -2.3099 2.1263 0.3634  0.212
C21 4.3909 -0.0773 -4.7174  -0.817
C22 1.5038 0.7864 2.9580  -0.704
C23 0.8350 -0.0557 0.5825  2.054
H1 -0.3391 -5.6148 1.7978  0.350
H2 -2.4940 -5.1792 1.5368  0.429
H3 1.1836 1.1631 -3.7997  0.403
H4 4.7722 0.2564 -1.8575  0.336
H5 1.4374 -3.8786 1.6821  0.423
H6 -3.3402 -2.8743 1.3658  0.394
H7 -0.0476 0.6097 -2.0341  0.275
H8 3.5670 -0.3813 0.2943  0.390
H9 -5.8256 3.4983 1.3996  0.383
H10 -4.1029 4.9167 0.4076  0.417
H11 -5.3314 1.0620 1.7398  0.386
H12 -1.9291 4.0654 -0.3770  0.405
H13 3.7516 -0.9804 -4.6273  0.338
H14 5.4706 -0.4013 -4.5499  0.265
H15 4.3076 0.0389 -5.7634  0.349
H16 0.7009 0.1850 3.2895  0.305
H17 2.5533 0.3193 3.2680  0.182
H18 1.3886 1.7528 3.3345  0.293

Properties
Highest occupied orbital energy, eV: -8.3
Structure (SMILES): COc1ccc([C@]2(OC)Oc3ccccc3-c3nc4ccccc4nc32)cc1
Kohn-Sham gap, eV: 7.393

No. 4
Formula: C23H18O3
Source: the OMol25 dataset
Level of theory: ωB97M-V/def2-TZVPD

Last column: Mulliken charge in e.
Geometry (Å):
O1 -1.1583 -2.9350 -2.0924  -0.630
O2 0.5042 -2.8941 1.4302  -0.344
O3 3.9943 2.7580 2.7131  -0.569
C1 -0.6716 -1.8286 -1.8691  0.227
C2 1.1706 -4.0701 1.7388  -0.626
C3 1.8139 -4.6063 0.6978  -0.496
C4 1.4997 -3.7259 -0.4019  -0.397
C5 0.7117 -2.7237 0.0749  -0.667
C6 0.2062 -1.5750 -0.7011  1.653
C7 0.4072 -0.2482 -0.3395  -0.251
C8 -4.4161 1.4415 0.6803  -0.633
C9 -3.3396 0.9129 1.4339  -0.710
C10 -4.1380 1.7389 -0.6558  -0.736
C11 3.2398 0.5438 2.0938  -1.028
C12 2.2936 -0.2681 1.4293  -0.534
C13 2.1854 2.5235 1.1920  -0.091
C14 -2.0756 0.7009 0.8795  -0.254
C15 -2.8606 1.5160 -1.2138  -0.380
C16 3.1741 1.9506 1.9879  0.770
C17 1.3708 0.3348 0.6054  0.383
C18 1.3471 1.7272 0.4767  -0.053
C19 -1.8092 1.0012 -0.4650  -0.324
C20 -0.9529 -0.6997 -2.8752  -0.725
C21 0.3153 2.1730 -0.5164  -1.849
C22 -0.2736 0.6311 -2.4999  -1.428
C23 -0.3614 0.9038 -1.0000  2.506
H1 3.8114 3.6696 2.4535  0.274
H2 1.1873 -4.5536 2.7237  0.412
H3 2.4093 -5.4872 0.6470  0.487
H4 1.8217 -3.8384 -1.4402  0.509
H5 -5.3687 1.5361 1.1659  0.416
H6 -3.5027 0.6779 2.4627  0.433
H7 -4.9226 2.1241 -1.3280  0.351
H8 4.0346 0.0599 2.7025  0.388
H9 2.3513 -1.3128 1.5433  0.490
H10 2.1071 3.6080 1.0391  0.322
H11 -1.2714 0.3444 1.5317  0.360
H12 -2.7280 1.8311 -2.2512  0.311
H13 -0.5679 -1.0502 -3.8298  0.448
H14 -2.0138 -0.5254 -2.9186  0.346
H15 0.8078 2.6706 -1.3699  0.435
H16 -0.3976 2.8934 -0.0787  0.404
H17 0.8163 0.6401 -2.7718  0.418
H18 -0.7512 1.4300 -3.0844  0.383

Properties
Highest occupied orbital energy, eV: -8.0
Structure (SMILES): O=C1CC[C@]2(c3ccccc3)Cc3cc(O)ccc3C2=C1c1ccco1
Kohn-Sham gap, eV: 7.802